A 3-piece molecular cluster, C2H9N2S overall at a distorted geometry. Source: the Open Molecules 2025 dataset; level of theory: the ωB97M-V functional and the def2-TZVPD basis.

The geometry in XYZ format:
```
14
Properties=species:S:1:pos:R:3:forces:R:3:mulliken_charge:R:1
C 1.485 -0.719 -0.942 -1.612 -0.245 -0.188 -0.898
C 1.929 -0.232 0.303 0.856 0.051 3.688 0.488
N 2.492 -0.052 1.301 -0.098 -0.050 -1.115 -0.091
N -1.620 -1.311 0.492 0.764 -0.617 -2.009 -0.678
S 0.178 1.812 0.209 -1.415 -1.522 -1.912 -0.383
H 0.357 -0.794 -1.131 1.662 -0.250 0.814 0.328
H 2.104 -1.585 -1.092 -0.174 -0.824 -0.427 0.345
H 1.876 0.046 -1.542 0.488 1.128 -1.772 0.444
H 2.997 0.340 2.108 -0.614 -0.424 -0.761 0.335
H -1.580 -0.812 1.325 0.101 0.153 2.157 0.239
H -0.955 0.944 0.132 1.607 1.047 -0.122 0.186
H -1.825 -2.294 0.547 0.293 -0.291 0.809 0.220
H -2.419 -0.961 0.038 -1.208 0.706 -0.957 0.249
H -0.353 2.392 1.208 -0.649 1.136 1.794 0.217
```
Forces are in eV/Å.

lowest unoccupied orbital energy	-3.797	eV
orbital gap	10.03	eV
2S+1	1
energy relative to the best compared isomer or geometry (same formula, charge and spin)	2.684	eV
charge	+1
largest force on an atom	0.0736	Eh/bohr

---

C9H19InNO as an isolated structure at a distorted geometry. Source: the Open Molecules 2025 dataset; level of theory: the ωB97M-V functional and the def2-TZVPD basis.

The geometry in XYZ format:
```
31
Properties=species:S:1:pos:R:3:forces:R:3:mulliken_spin:R:1
In -0.379 -1.053 -4.001 0.155 -0.248 -1.311 -0.035
C 0.246 -2.736 -0.535 0.694 -0.170 -0.583 0.167
C 0.135 -1.332 0.182 1.531 0.431 -0.705 0.061
C 1.568 -0.983 0.615 1.525 -1.834 -1.481 0.302
C 1.629 0.507 1.145 -0.916 4.222 0.290 0.232
C 1.155 1.526 0.080 -0.168 -2.877 1.393 0.032
C -0.276 1.226 -0.413 3.515 -1.341 -3.384 0.043
N -0.410 -0.224 -0.770 -3.316 1.593 3.314 0.016
O -1.631 -0.539 -1.370 3.117 -0.291 0.259 0.012
C -1.262 1.637 0.715 -1.762 0.312 2.877 -0.007
C -0.522 2.155 -1.624 -1.997 0.914 -0.718 -0.017
C -0.711 -1.462 1.409 -2.323 0.402 1.561 0.034
H 0.645 -3.512 0.119 0.298 0.128 0.217 0.004
H 0.852 -2.661 -1.438 0.266 0.013 0.159 -0.003
H -0.745 -3.108 -0.797 -0.696 0.326 0.214 0.045
H 1.989 -1.582 1.423 -0.391 -0.238 0.404 -0.006
H 2.317 -1.054 -0.173 -0.061 0.049 -0.341 -0.003
H 2.668 0.785 1.321 1.073 -1.123 -0.072 0.057
H 1.146 0.612 2.117 -0.460 -0.429 0.017 0.000
H 1.891 1.455 -0.721 -0.172 0.519 -0.390 -0.004
H 1.083 2.511 0.541 0.382 0.403 0.149 0.051
H -2.206 1.100 0.796 -0.366 0.315 -0.910 0.002
H -0.882 1.499 1.728 0.838 -0.414 -0.161 -0.003
H -1.302 2.724 0.637 -0.537 0.101 -0.601 0.004
H -1.559 2.139 -1.958 -0.097 -0.390 -0.178 0.001
H -0.454 3.198 -1.315 0.397 0.007 0.516 0.002
H 0.152 2.075 -2.477 0.379 -0.671 0.170 -0.004
H -0.461 -2.341 2.003 0.565 -0.591 -0.489 -0.004
H -1.793 -1.558 1.319 -0.219 -0.101 -0.524 0.010
H -0.603 -0.647 2.124 0.296 0.447 -0.258 0.011
H -2.279 -0.356 -0.685 -1.551 0.534 0.567 0.002
```
Forces are in eV/Å.

lowest unoccupied orbital energy (alpha / beta)	-22.059 / -21.916	eV
<S²>	0.775
orbital gap (alpha / beta)	4.59 / 4.85	eV
2S+1	2
energy relative to the best compared isomer or geometry (same formula, charge and spin)	0.496	eV
charge	+4
largest force on an atom	0.0984	Eh/bohr

---

A 3-piece molecular cluster, C10H17FO9 overall at a distorted geometry. Source: the Open Molecules 2025 dataset; level of theory: the ωB97M-V functional and the def2-TZVPD basis.

The geometry in XYZ format:
```
37
Properties=species:S:1:pos:R:3:forces:R:3:mulliken_charge:R:1
O -4.670 0.234 2.288 0.492 0.070 -0.347 -0.483
C -4.066 -0.104 1.307 -0.655 0.024 0.771 0.116
O -2.794 -0.558 1.297 -0.362 0.648 -0.480 -0.297
C -1.944 0.068 2.247 0.733 -0.051 0.380 -0.582
C -1.654 1.543 1.931 -0.557 -0.105 0.290 -0.578
C -1.701 1.840 0.469 1.063 -0.618 -1.351 0.660
O -1.061 1.328 -0.409 -0.965 0.805 1.208 -0.497
F -2.604 2.806 0.179 0.142 -0.147 -0.040 -0.271
H -4.511 -0.055 0.312 0.100 -0.388 -0.265 0.425
H -1.019 -0.489 2.233 0.127 -0.303 -0.199 0.373
H -2.346 0.010 3.249 -0.247 -0.103 0.173 0.415
H -0.673 1.788 2.314 0.356 0.032 -0.064 0.359
H -2.356 2.174 2.459 -0.243 0.186 -0.056 0.355
C 1.078 4.203 -1.733 -0.278 0.047 -0.026 -0.526
O 2.434 4.051 -2.156 -0.033 0.041 -0.051 -0.326
C 3.183 3.340 -1.318 0.040 0.070 -0.130 0.813
O 2.816 2.853 -0.282 -0.051 -0.071 0.173 -0.545
O 4.412 3.263 -1.823 0.083 -0.006 -0.041 -0.326
C 5.330 2.521 -1.020 0.195 -0.074 0.023 -0.625
H 0.579 4.798 -2.492 0.126 0.020 -0.076 0.269
H 0.587 3.235 -1.657 0.034 -0.020 0.090 0.185
H 1.032 4.723 -0.778 0.014 -0.067 0.045 0.276
H 4.996 1.491 -0.908 -0.055 0.017 0.064 0.297
H 5.446 2.983 -0.042 -0.071 -0.036 0.034 0.290
H 6.279 2.540 -1.546 -0.041 0.057 -0.079 0.215
C -0.099 -6.326 0.494 0.040 -0.185 0.081 -0.642
O -0.505 -4.981 0.749 0.006 -0.050 0.086 -0.327
C -0.566 -4.216 -0.341 -0.044 0.079 0.138 0.724
O -0.313 -4.569 -1.461 0.041 -0.067 -0.178 -0.545
O -0.954 -3.000 0.030 -0.028 0.091 0.055 -0.166
C -1.062 -2.059 -1.042 -0.002 0.164 -0.171 -0.367
H -0.092 -6.830 1.456 -0.031 0.086 0.049 0.220
H -0.803 -6.821 -0.171 0.036 0.030 -0.074 0.290
H 0.901 -6.351 0.064 -0.027 0.013 -0.082 0.292
H -1.801 -2.388 -1.771 0.071 -0.098 -0.035 0.319
H -0.098 -1.917 -1.527 -0.005 -0.102 -0.051 0.333
H -1.382 -1.125 -0.603 -0.003 0.011 0.134 -0.123
```
Forces are in eV/Å.

lowest unoccupied orbital energy	0.580	eV
orbital gap	11.42	eV
2S+1	1
charge	0
largest force on an atom	0.0355	Eh/bohr

---

C2H2FNaO2 as an isolated structure at a distorted geometry. Source: the Open Molecules 2025 dataset; level of theory: the ωB97M-V functional and the def2-TZVPD basis.

The geometry in XYZ format:
```
8
Properties=species:S:1:pos:R:3:forces:R:3:mulliken_charge:R:1
H -1.280 -0.854 0.233 -1.675 1.610 -1.019 0.082
O -0.768 1.295 -0.095 -0.608 0.263 0.168 -0.901
C -0.706 0.053 -0.360 1.584 -2.770 1.486 0.425
C 0.479 -0.704 0.243 3.052 3.289 -2.226 -0.067
O 1.291 -0.060 0.927 -0.867 -1.502 0.392 -0.614
F -0.704 -0.298 -1.757 -0.430 -0.039 0.697 -0.312
H 0.774 -1.661 -0.233 -0.570 -0.280 0.855 0.397
Na 0.914 2.230 1.042 -0.486 -0.571 -0.353 0.991
```
Forces are in eV/Å.

lowest unoccupied orbital energy	-0.829	eV
orbital gap	7.16	eV
2S+1	1
energy relative to the best compared isomer or geometry (same formula, charge and spin)	1.077	eV
charge	0
largest force on an atom	0.0974	Eh/bohr

---

C35H43ClCrN2Si2 as an isolated structure at a distorted geometry. Source: the Open Molecules 2025 dataset; level of theory: the ωB97M-V functional and the def2-TZVPD basis.

The geometry in XYZ format:
```
84
Properties=species:S:1:pos:R:3:forces:R:3:mulliken_spin:R:1
C -2.110 -0.389 4.000 -0.788 -0.687 0.107 0.029
C -2.545 0.111 2.726 0.132 -0.411 -0.183 -0.128
C -2.322 -0.916 1.763 -0.184 -0.086 0.336 0.046
H -3.052 1.053 2.529 0.170 -0.291 0.067 -0.004
C -1.733 -2.043 2.422 -0.725 -0.231 0.162 0.138
C -1.666 -1.743 3.812 -0.525 0.337 -0.444 -0.081
H -1.440 -2.466 4.591 0.113 0.330 -0.315 0.003
H -2.232 0.123 4.960 0.093 -0.246 -0.384 -0.004
H -2.633 -0.875 0.728 0.236 0.028 0.337 0.057
H -1.442 -2.988 1.961 -0.268 0.411 0.197 0.021
Cr -0.363 -0.331 2.629 0.084 0.740 1.284 2.612
Si 2.933 1.328 -0.757 -2.854 -1.237 0.526 0.034
C 1.348 2.324 -0.964 0.417 0.600 -0.494 0.034
C 1.498 3.534 -1.656 -0.025 -0.024 0.002 -0.017
H 2.490 3.788 -2.052 -0.449 0.118 0.064 -0.001
C 0.414 4.389 -1.856 0.189 0.356 -0.167 0.004
H 0.561 5.310 -2.440 -0.144 -0.430 0.415 0.000
C -0.840 4.059 -1.348 -0.030 -0.318 -0.002 0.009
H -1.683 4.740 -1.488 0.259 -0.221 -0.023 0.000
C -1.034 2.830 -0.698 0.399 0.211 -0.355 0.038
H -2.044 2.516 -0.405 0.502 0.139 0.063 0.004
C 0.054 1.976 -0.510 0.074 -0.600 0.167 -0.410
H -0.109 0.995 -0.027 0.108 0.482 -0.122 0.363
C -0.298 -1.361 -0.874 1.774 1.576 0.698 0.194
C -1.666 -1.237 -1.231 -1.096 -0.233 -1.204 0.371
H -2.138 -0.246 -1.257 0.072 -0.441 -0.106 0.001
C -2.402 -2.407 -1.436 -0.081 -0.375 0.343 -0.116
H -3.430 -2.352 -1.805 0.202 -0.083 0.155 0.003
C -1.844 -3.641 -1.083 -1.658 0.027 -1.001 0.261
H -2.406 -4.567 -1.255 0.222 0.451 0.028 0.010
C -0.612 -3.700 -0.436 1.984 0.424 0.977 0.068
H -0.235 -4.666 -0.089 -0.189 0.303 0.153 0.005
C 0.161 -2.556 -0.264 -0.508 -1.404 -0.386 0.206
H 1.117 -2.564 0.268 -0.134 -0.249 -0.283 -0.057
H 2.699 0.545 0.467 0.571 0.004 0.136 0.048
Si 0.398 -0.853 -2.446 -1.250 -0.587 0.045 0.079
C 0.543 -2.282 -3.620 0.545 -0.311 -0.511 0.024
C -0.279 -2.286 -4.756 0.186 -0.073 -0.370 0.008
H -0.982 -1.461 -4.926 0.286 -0.388 0.088 0.002
C -0.160 -3.282 -5.730 0.038 -0.105 0.226 0.000
H -0.770 -3.224 -6.632 0.107 -0.121 0.267 0.002
C 0.762 -4.320 -5.557 -0.099 0.364 0.160 -0.003
H 0.850 -5.105 -6.312 0.030 0.258 0.251 0.000
C 1.583 -4.326 -4.425 -0.002 0.055 0.005 0.000
H 2.338 -5.105 -4.318 -0.206 0.120 0.047 0.000
C 1.481 -3.320 -3.458 -0.228 0.035 -0.451 -0.002
H 2.165 -3.325 -2.603 -0.318 -0.039 -0.243 0.009
C -0.129 0.596 -3.513 0.051 0.254 -0.353 -0.013
C -1.480 0.967 -3.579 -0.073 0.586 -0.035 0.057
H -2.251 0.378 -3.088 0.328 0.191 0.016 -0.003
C -1.876 2.130 -4.243 0.119 -0.089 -0.151 -0.001
H -2.903 2.482 -4.130 0.221 -0.197 -0.249 0.001
C -0.957 2.854 -4.999 0.040 -0.088 0.335 0.002
H -1.265 3.772 -5.498 0.114 -0.242 0.047 0.000
C 0.367 2.416 -5.065 -0.014 -0.179 0.128 -0.001
H 1.081 2.990 -5.653 -0.066 -0.225 0.057 0.000
C 0.787 1.298 -4.332 -0.425 0.351 0.193 0.012
H 1.840 1.004 -4.380 -0.382 0.093 0.082 0.000
H 4.213 1.990 -0.874 0.349 0.145 -0.418 0.010
Cl 2.673 -0.439 -2.125 1.230 0.806 0.174 0.016
C 2.148 -1.335 3.646 0.192 0.025 -0.123 0.053
N 1.056 -0.664 4.405 1.057 0.412 0.525 -0.055
C 0.698 -1.499 5.573 0.009 0.036 -0.002 0.000
C 1.488 0.673 4.971 -0.190 -0.558 0.188 -0.010
C 0.414 1.715 4.734 -0.020 0.071 -0.691 -0.015
N 0.116 1.772 3.267 0.267 0.434 0.288 -0.059
C -0.960 2.763 3.056 0.096 -0.033 -0.095 0.031
C 1.335 2.240 2.571 -0.097 0.194 -0.017 0.115
H 2.273 -2.371 3.994 -0.036 0.315 -0.162 0.000
H 3.107 -0.805 3.780 -0.204 -0.236 -0.027 0.003
H 1.899 -1.360 2.568 0.160 0.010 0.369 0.037
H 1.537 -1.526 6.292 -0.144 -0.058 -0.189 -0.007
H -0.175 -1.072 6.083 0.158 -0.123 -0.164 0.001
H 0.465 -2.520 5.261 0.048 0.302 0.040 0.005
H 1.632 0.569 6.061 0.131 0.099 -0.338 0.000
H 2.454 0.977 4.537 -0.428 -0.086 0.134 -0.003
H -0.518 1.479 5.276 0.435 -0.032 -0.317 0.004
H 0.767 2.708 5.077 -0.069 -0.238 -0.035 0.004
H -0.601 3.781 3.285 -0.018 -0.109 -0.012 0.002
H -1.297 2.722 2.012 0.135 0.020 0.386 -0.002
H -1.804 2.538 3.717 0.213 -0.012 -0.208 0.001
H 1.756 3.115 3.100 0.021 -0.090 -0.134 0.006
H 2.087 1.445 2.527 -0.179 0.176 0.036 -0.060
H 1.101 2.535 1.542 -0.058 -0.101 0.458 0.006
```
Forces are in eV/Å.

lowest unoccupied orbital energy (alpha / beta)	-0.370 / -0.320	eV
<S²>	6.051
orbital gap (alpha / beta)	3.54 / 4.03	eV
2S+1	5
energy relative to the best compared isomer or geometry (same formula, charge and spin)	5.889	eV
charge	0
largest force on an atom	0.0613	Eh/bohr

---

C24H19Br4N7O6Zr as an isolated structure at a distorted geometry. Source: the Open Molecules 2025 dataset; level of theory: the ωB97M-V functional and the def2-TZVPD basis.

The geometry in XYZ format:
```
61
Properties=species:S:1:pos:R:3:forces:R:3:mulliken_charge:R:1
Zr -0.378 -0.534 0.247 -3.001 -0.059 0.022 -0.167
Br 1.624 -1.121 3.251 0.538 -0.400 0.432 -0.163
C 1.722 -2.643 2.116 -0.975 0.183 -0.074 -0.056
C 2.859 -3.439 1.982 0.073 -0.145 -0.110 -0.581
C 2.897 -4.357 0.968 0.184 -0.006 0.131 0.159
Br 4.395 -5.514 0.861 0.043 0.023 -0.022 -0.242
C 1.887 -4.422 -0.020 -0.226 0.171 0.050 0.759
C 1.977 -5.149 -1.226 -0.071 0.005 -0.081 -0.797
C 1.030 -4.961 -2.193 0.129 -0.116 0.040 -0.985
C -0.029 -4.066 -1.953 -0.222 0.103 0.121 -0.149
N -0.197 -3.430 -0.821 0.213 -0.264 0.089 0.061
C 0.737 -3.610 0.147 0.092 -0.026 0.141 0.637
C 0.606 -2.785 1.308 1.040 -0.994 0.655 -0.219
O -0.477 -2.057 1.511 0.145 -0.788 0.548 -0.434
H 3.696 -3.326 2.655 -0.015 -0.002 0.027 0.446
H 2.816 -5.811 -1.388 0.010 0.012 -0.019 0.339
H 1.099 -5.470 -3.144 -0.022 -0.005 -0.001 0.408
H -0.769 -3.872 -2.725 0.038 -0.011 -0.035 0.408
O 3.412 0.328 -0.597 -0.089 0.110 -0.081 -0.631
C 2.243 0.200 -0.357 0.365 0.162 0.046 0.322
O 1.580 -0.921 -0.195 0.927 -0.026 -0.337 -0.445
C 1.195 1.312 -0.141 0.889 1.217 -0.571 0.870
O 0.827 2.090 -0.998 0.467 0.151 0.139 -0.624
O 0.551 1.102 0.985 0.438 1.015 0.340 -0.416
C -2.926 3.095 3.954 -0.041 -0.022 -0.056 -1.294
N -2.444 1.755 3.658 -0.058 0.022 0.066 0.108
C -1.924 0.996 4.784 0.042 -0.056 -0.067 -1.279
C -2.321 1.260 2.400 -0.127 -0.043 -0.165 0.611
N -1.699 0.186 2.081 0.157 -0.203 0.253 0.072
N -2.994 1.978 1.413 0.173 0.206 0.167 -0.230
C -2.600 2.066 0.088 -0.049 -0.239 -0.051 0.339
N -3.134 3.131 -0.578 -0.129 -0.008 0.006 -0.451
N -1.861 1.181 -0.454 0.127 0.183 -0.110 0.236
H -4.005 3.107 4.140 0.012 0.051 0.002 0.303
H -2.683 3.794 3.156 0.024 -0.009 -0.010 0.462
H -2.423 3.461 4.846 -0.003 -0.027 0.016 0.448
H -2.491 1.258 5.675 0.008 0.003 0.009 0.458
H -0.865 1.207 4.958 -0.001 -0.007 0.007 0.336
H -2.042 -0.073 4.615 -0.052 0.004 0.028 0.458
H -1.173 -0.217 2.850 -0.039 0.038 0.055 -0.240
H -3.643 2.675 1.729 -0.057 0.021 0.001 0.293
H -3.499 3.918 -0.072 0.092 0.045 0.043 0.172
H -2.768 3.332 -1.492 0.008 -0.013 -0.025 0.250
H -1.573 1.444 -1.392 0.003 0.056 -0.024 0.095
Br -0.504 -0.077 -4.780 -0.151 -0.092 0.005 -0.154
C -1.851 -0.876 -3.716 0.524 0.124 0.321 -0.081
C -3.047 -1.303 -4.301 -0.249 -0.109 0.039 -0.431
C -4.019 -1.883 -3.534 -0.075 -0.045 -0.247 0.040
Br -5.617 -2.484 -4.370 0.071 0.027 0.009 -0.237
C -3.854 -2.039 -2.140 0.265 0.087 0.206 0.500
C -4.772 -2.659 -1.265 -0.007 0.016 0.117 -0.851
C -4.496 -2.722 0.073 -0.093 -0.035 -0.138 -1.268
C -3.319 -2.133 0.562 0.131 0.084 0.073 -0.377
N -2.437 -1.572 -0.224 -0.433 -0.120 -0.385 0.697
C -2.659 -1.549 -1.560 -0.136 -0.151 -0.445 0.841
C -1.591 -1.011 -2.357 -0.595 -0.082 -0.597 0.340
O -0.471 -0.663 -1.796 -0.338 -0.015 -0.568 -0.403
H -3.191 -1.177 -5.364 0.002 -0.006 0.000 0.468
H -5.683 -3.085 -1.662 0.000 -0.003 -0.014 0.340
H -5.170 -3.220 0.755 -0.013 0.053 0.030 0.422
H -3.092 -2.120 1.621 0.039 -0.046 -0.002 0.506
```
Forces are in eV/Å.

lowest unoccupied orbital energy	-0.252	eV
orbital gap	7.46	eV
2S+1	1
energy relative to the best compared isomer or geometry (same formula, charge and spin)	2.542	eV
charge	0
largest force on an atom	0.0584	Eh/bohr